{
  "formula": "C37H57BrF2N7O6S2",
  "method": "ωB97M-V with the def2-TZVPD basis set",
  "orbital_gap_ev": 5.713,
  "homo_energy_ev": -10.097,
  "total_charge": 1,
  "multiplicity": 1,
  "lumo_energy_ev": -4.38,
  "symbols": ["C", "C", "C", "C", "C", "C", "C", "C", "C", "C", "C", "C", "C", "N", "N", "C", "O", "F", "C", "O", "F", "C", "Br", "C", "N", "C", "C", "C", "S", "C", "S", "N", "C", "C", "C", "C", "N", "H", "H", "H", "H", "H", "H", "H", "H", "H", "H", "H", "H", "H", "H", "H", "H", "H", "H", "H", "H", "H", "H", "H", "H", "H", "H", "H", "H", "H", "H", "H", "H", "H", "H", "H", "H", "H", "H", "H", "H", "H", "H", "H", "H", "H", "H", "H", "C", "C", "C", "C", "C", "C", "N", "O", "O", "H", "H", "H", "H", "H", "C", "C", "C", "C", "C", "C", "N", "O", "O", "H", "H", "H", "H", "H"],
  "xyz": [[4.14, 2.51, 0.58], [5.45, 2.65, -0.20], [5.44, 1.92, -1.54], [5.46, 0.38, -1.38], [4.33, -0.23, -2.21], [4.16, -1.72, -1.98], [3.06, -2.36, -2.84], [1.78, -1.51, -2.89], [0.63, -2.23, -3.59], [-0.80, -1.82, -3.16], [-0.96, -0.43, -2.53], [-1.18, -0.39, -1.01], [-0.61, -1.60, -0.28], [-0.67, -1.39, 1.22], [0.59, -1.07, 1.85], [1.29, -0.01, 1.19], [0.94, 1.14, 1.16], [2.41, -0.44, 0.62], [1.37, -2.25, 2.13], [1.75, -3.07, 1.33], [1.60, -2.36, 3.42], [-1.76, -0.42, 1.59], [-2.17, -0.69, 3.46], [-3.00, -0.58, 0.65], [-3.93, 0.49, 1.01], [-3.74, -1.93, 0.84], [-5.27, -1.85, 0.70], [-5.72, -1.51, -0.71], [-7.42, -0.86, -0.66], [-7.47, -0.03, -2.29], [-7.95, -0.91, -3.55], [-7.13, 1.32, -2.43], [-8.03, 2.22, -1.68], [-7.66, 2.51, -0.21], [-5.71, 1.57, -2.21], [-5.32, 3.02, -2.50], [-2.64, -0.36, -0.76], [3.90, 3.49, 1.01], [4.27, 1.81, 1.40], [3.31, 2.20, -0.04], [6.32, 2.35, 0.37], [5.59, 3.71, -0.41], [6.24, 2.25, -2.19], [4.52, 2.19, -2.04], [6.39, 0.01, -1.79], [5.34, 0.11, -0.33], [3.43, 0.31, -1.94], [4.48, -0.05, -3.27], [3.87, -1.88, -0.94], [5.08, -2.24, -2.21], [3.42, -2.47, -3.86], [2.80, -3.35, -2.47], [2.04, -0.65, -3.49], [1.54, -1.12, -1.90], [0.72, -2.08, -4.66], [0.72, -3.31, -3.45], [-1.41, -1.82, -4.06], [-1.22, -2.62, -2.56], [-1.84, 0.02, -2.96], [-0.15, 0.25, -2.77], [-0.77, 0.54, -0.65], [0.37, -1.93, -0.61], [-1.27, -2.44, -0.47], [-0.97, -2.28, 1.62], [-1.41, 0.60, 1.50], [-4.35, 0.34, 1.91], [-3.45, 1.38, 1.01], [-3.56, -2.38, 1.82], [-3.42, -2.66, 0.10], [-5.62, -2.86, 0.92], [-5.72, -1.21, 1.44], [-5.11, -0.75, -1.16], [-5.71, -2.38, -1.36], [-8.03, 3.17, -2.20], [-9.04, 1.83, -1.76], [-7.00, 1.77, 0.22], [-7.16, 3.47, -0.15], [-8.56, 2.54, 0.39], [-5.36, 1.30, -1.21], [-5.17, 0.96, -2.92], [-5.19, 3.58, -1.58], [-6.05, 3.51, -3.12], [-4.37, 3.05, -3.03], [-3.02, -1.13, -1.30], [2.89, -5.90, 3.76], [3.69, -6.81, 4.44], [4.81, -7.35, 3.83], [5.11, -6.97, 2.53], [4.32, -6.08, 1.83], [3.20, -5.54, 2.45], [6.30, -7.53, 1.88], [6.97, -8.32, 2.51], [6.55, -7.16, 0.75], [2.02, -5.48, 4.24], [3.45, -7.09, 5.46], [5.43, -8.05, 4.36], [4.57, -5.81, 0.82], [2.58, -4.84, 1.91], [0.17, 7.99, 3.16], [0.78, 6.93, 3.81], [1.88, 6.30, 3.23], [2.35, 6.76, 2.02], [1.75, 7.82, 1.36], [0.65, 8.44, 1.93], [3.52, 6.12, 1.42], [4.02, 5.18, 2.01], [3.93, 6.56, 0.37], [-0.68, 8.48, 3.61], [0.40, 6.58, 4.76], [2.35, 5.48, 3.73], [2.13, 8.16, 0.41], [0.17, 9.26, 1.43]]
}

---

{
  "formula": "C6H9N",
  "method": "ωB97M-V with the def2-TZVPD basis set",
  "orbital_gap_ev": 9.868,
  "homo_energy_ev": -8.937,
  "relative_energy_ev": 2.6036,
  "multiplicity": 1,
  "smiles": "[H]/N=C(\\C)C(C)=C=C",
  "lumo_energy_ev": 0.93,
  "symbols": ["C", "C", "C", "C", "C", "C", "N", "H", "H", "H", "H", "H", "H", "H", "H", "H"],
  "xyz": [[0.26, -1.56, 1.19], [-0.39, -0.64, 0.18], [0.33, 0.63, -0.21], [1.68, 1.01, 0.35], [-0.39, 1.30, -1.08], [-1.48, 1.34, -1.79], [-1.54, -0.87, -0.33], [1.33, -1.66, 1.03], [-0.20, -2.55, 1.12], [0.10, -1.17, 2.20], [2.06, 1.90, -0.14], [2.43, 0.21, 0.21], [1.64, 1.21, 1.43], [-1.52, 0.83, -2.75], [-2.40, 1.75, -1.40], [-1.93, -1.75, 0.00]]
}

---

{
  "formula": "C2H8NS",
  "method": "ωB97M-V with the def2-TZVPD basis set",
  "orbital_gap_ev": 7.242,
  "homo_energy_ev": -12.479,
  "relative_energy_ev": 1.1159,
  "total_charge": 1,
  "multiplicity": 1,
  "lumo_energy_ev": -5.24,
  "symbols": ["C", "C", "N", "S", "H", "H", "H", "H", "H", "H", "H", "H"],
  "xyz": [[-1.98, 0.60, -0.75], [-1.06, -0.36, -0.10], [-0.99, -0.47, 1.18], [4.04, 0.08, -0.65], [-2.57, 0.92, 0.00], [-2.60, -0.04, -1.46], [-1.35, 1.39, -1.25], [-0.24, -0.87, -0.77], [5.10, 0.50, 0.03], [-1.62, 0.02, 1.89], [-0.21, -0.92, 1.57], [3.49, -0.84, 0.30]]
}

---

{
  "formula": "C12H44BNO9",
  "method": "ωB97M-V with the def2-TZVPD basis set",
  "orbital_gap_ev": 9.394,
  "homo_energy_ev": -9.382,
  "relative_energy_ev": 2.2983,
  "multiplicity": 1,
  "lumo_energy_ev": 0.01,
  "symbols": ["N", "H", "H", "H", "H", "B", "H", "H", "H", "H", "C", "C", "O", "H", "H", "H", "H", "H", "H", "C", "C", "O", "H", "H", "H", "H", "H", "H", "C", "C", "O", "H", "H", "H", "H", "H", "H", "C", "C", "O", "O", "H", "H", "H", "H", "H", "H", "C", "C", "O", "O", "H", "H", "H", "H", "H", "H", "C", "C", "O", "O", "H", "H", "H", "H", "H", "H"],
  "xyz": [[0.42, 0.76, 2.33], [0.50, 1.75, 2.16], [1.38, 0.44, 2.38], [0.10, 0.46, 1.42], [-0.22, 0.43, 3.03], [-0.07, 0.00, -0.37], [-0.56, 0.86, 0.05], [-0.21, -0.83, 0.30], [-0.53, -0.22, -1.33], [1.00, 0.14, -0.43], [-3.55, -1.32, 0.53], [-3.26, -2.37, -0.56], [-2.36, -1.78, -1.53], [-2.66, -0.82, 0.90], [-4.16, -1.67, 1.36], [-4.09, -0.50, 0.05], [-4.21, -2.70, -0.98], [-2.74, -3.17, -0.02], [-1.50, -1.54, -1.17], [-0.02, 0.16, -4.63], [1.34, 0.02, -3.94], [1.49, 0.95, -2.86], [-0.17, 1.20, -4.89], [-0.85, -0.31, -4.11], [0.06, -0.40, -5.57], [2.10, 0.25, -4.69], [1.64, -1.00, -3.71], [1.22, 0.51, -2.05], [3.79, 3.50, 1.03], [3.05, 2.65, 0.06], [2.85, 1.37, 0.56], [4.78, 3.09, 1.28], [3.23, 3.47, 1.96], [3.89, 4.52, 0.66], [3.68, 2.53, -0.81], [2.09, 3.05, -0.27], [2.33, 0.89, -0.10], [-1.11, -1.84, 3.65], [-2.31, -0.85, 3.82], [-2.00, 0.45, 3.33], [0.02, -1.41, 4.41], [-0.82, -1.92, 2.61], [-1.33, -2.87, 3.92], [-2.66, -0.71, 4.84], [-3.22, -1.12, 3.29], [-2.84, 0.80, 3.00], [-0.17, -1.49, 5.35], [-2.24, 2.68, -1.95], [-2.09, 3.17, -0.56], [-2.55, 2.11, 0.30], [-1.01, 2.13, -2.44], [-2.42, 3.48, -2.68], [-2.96, 1.88, -2.09], [-2.74, 4.02, -0.36], [-1.04, 3.38, -0.34], [-1.99, 1.34, 0.19], [-0.96, 1.31, -1.95], [3.17, -3.53, 0.19], [2.51, -2.20, -0.15], [1.34, -2.43, -0.81], [3.85, -4.03, -0.95], [2.41, -4.27, 0.48], [3.83, -3.38, 1.05], [3.19, -1.51, -0.65], [2.31, -1.77, 0.84], [0.76, -1.68, -0.63], [3.28, -4.11, -1.72]]
}

---

{
  "formula": "C5H12S",
  "method": "ωB97M-V with the def2-TZVPD basis set",
  "orbital_gap_ev": 9.952,
  "homo_energy_ev": -8.988,
  "relative_energy_ev": 2.6544,
  "multiplicity": 1,
  "smiles": "C=CC.CCS",
  "lumo_energy_ev": 0.96,
  "symbols": ["C", "C", "S", "H", "H", "H", "H", "H", "H", "C", "C", "C", "H", "H", "H", "H", "H", "H"],
  "xyz": [[1.89, 0.86, -1.35], [0.91, 1.08, -0.09], [1.09, 2.90, 0.50], [2.50, -0.07, -0.98], [2.72, 1.59, -1.59], [1.37, 0.62, -2.34], [-0.12, 0.76, -0.33], [1.07, 0.44, 0.80], [1.73, 3.10, -0.60], [-2.34, -0.45, 0.49], [-1.26, -1.54, 0.30], [-0.54, -2.18, 1.22], [-2.20, 0.30, -0.31], [-3.34, -0.87, 0.43], [-2.16, -0.23, 1.55], [-0.92, -1.66, -0.76], [-0.01, -2.90, 0.79], [-0.38, -1.73, 2.27]]
}

---

{
  "formula": "C4H8N2O",
  "method": "ωB97M-V with the def2-TZVPD basis set",
  "orbital_gap_ev": 9.597,
  "homo_energy_ev": -8.805,
  "relative_energy_ev": 2.6277,
  "multiplicity": 1,
  "smiles": "C[C@H](O)N=C=CN",
  "lumo_energy_ev": 0.79,
  "symbols": ["N", "C", "C", "C", "O", "C", "N", "H", "H", "H", "H", "H", "H", "H", "H"],
  "xyz": [[2.62, 1.40, 0.21], [1.86, 0.27, 0.64], [-1.78, 0.08, 0.47], [-1.28, -0.53, -0.83], [-1.99, -1.72, -1.02], [0.96, -0.28, -0.14], [0.15, -0.85, -0.86], [2.57, 2.15, 0.90], [3.60, 1.15, 0.11], [2.01, -0.20, 1.62], [-1.27, 1.02, 0.69], [-1.61, -0.63, 1.29], [-1.45, 0.17, -1.66], [-2.85, 0.26, 0.39], [-1.54, -2.21, -1.73]]
}

---

{
  "formula": "CH4FNS",
  "method": "ωB97M-V with the def2-TZVPD basis set",
  "orbital_gap_ev": [8.111, 8.112],
  "homo_energy_ev": [-8.704, -8.704],
  "relative_energy_ev": 4.1012,
  "multiplicity": 1,
  "lumo_energy_ev": [-0.59, -0.59],
  "symbols": ["C", "N", "F", "S", "H", "H", "H", "H"],
  "xyz": [[-0.84, 0.12, -0.36], [0.31, -0.55, 0.20], [2.58, 0.99, 0.30], [1.81, -0.50, -0.01], [-1.70, -0.35, -0.15], [-1.02, 1.23, -0.21], [-0.87, 0.19, -1.39], [-0.27, -1.14, 1.63]]
}

---

{
  "formula": "C2H4N2O3",
  "method": "ωB97M-V with the def2-TZVPD basis set",
  "orbital_gap_ev": 9.417,
  "homo_energy_ev": -8.940,
  "relative_energy_ev": 5.7640,
  "multiplicity": 1,
  "smiles": "O=CON/C=N\\O",
  "lumo_energy_ev": 0.48,
  "symbols": ["C", "C", "H", "H", "H", "H", "N", "N", "O", "O", "O"],
  "xyz": [[0.79, 1.06, 0.46], [-0.68, -1.14, -1.23], [-1.46, 0.61, 2.24], [1.33, 1.82, 0.05], [1.52, -0.02, -1.03], [-1.51, -1.92, -0.88], [-0.11, 1.33, 1.36], [1.18, -0.17, -0.13], [-0.85, 0.25, 1.64], [0.35, -1.25, -0.13], [-0.57, -0.57, -2.35]]
}

---

no.,electronic energy (Eh)
1,-5848.35754
2,-288.68636
3,-533.63903
4,-1240.12882
5,-595.78448
6,-341.90708
7,-593.15410
8,-413.67987